No. 1
ORCA calculation (wB97M-V/def2-TZVPD) on a 2-piece molecular cluster, C2H9N2O overall in a non-equilibrium geometry.

The value obtained for the LUMO energy is -3.313 eV. As for the energy relative to the best compared isomer or geometry (same formula, charge and spin): 1.682 eV. The highest occupied orbital energy comes out at -12.662 eV. The value obtained for the total energy is -7240.6742 eV.

```
! RIJCOSX wB97M-V def2-TZVPD def2/J DEFGRID3
* xyz 1 1
C 1.174 -0.142 0.054
C 0.493 1.025 -0.155
N -0.966 0.891 -0.395
N 2.514 -0.026 0.243
H 0.676 -1.126 -0.019
H 0.882 2.034 -0.169
H -1.199 0.402 -1.298
H -1.487 0.375 0.351
H -1.488 1.783 -0.470
H 2.991 0.844 0.091
H 3.058 -0.868 0.279
H -2.009 -1.963 1.243
H -2.462 -1.865 -0.263
O -2.177 -1.365 0.507
*
```

=====

No. 2
ORCA calculation (wB97M-V/def2-TZVPD) on an isolated ion of composition C2H9N2O and charge +1 in a non-equilibrium geometry.

The value obtained for the LUMO energy is -3.554 eV. As for the energy relative to the best compared isomer or geometry (same formula, charge and spin): 1.691 eV. The highest occupied orbital energy comes out at -14.163 eV. The value obtained for the total energy is -7240.6650 eV. As for the structure (SMILES): [NH3+]CNCO.

```
! RIJCOSX wB97M-V def2-TZVPD def2/J DEFGRID3
* xyz 1 1
N -1.351 -0.765 1.394
C -0.927 0.453 0.535
N 0.487 0.453 0.493
C 1.115 0.574 -0.797
O 0.896 -0.630 -1.478
H -2.098 -1.266 0.907
H -1.696 -0.511 2.318
H -0.560 -1.405 1.480
H -1.315 1.319 1.055
H -1.381 0.312 -0.437
H 0.862 1.213 1.053
H 0.765 1.434 -1.390
H 2.174 0.758 -0.601
H 0.946 -0.474 -2.429
*
```

=====

No. 3
ORCA calculation (wB97M-V/def2-TZVPD) on a 2-piece molecular cluster, C2H9N2O overall in a non-equilibrium geometry.

The value obtained for the LUMO energy (spin up / spin down) is -3.931 / -3.931 eV. As for the energy relative to the best compared isomer or geometry (same formula, charge and spin): 4.629 eV. The highest occupied orbital energy (spin up / spin down) comes out at -12.966 / -12.967 eV. The value obtained for the total energy is -7237.7266 eV.

```
! RIJCOSX wB97M-V def2-TZVPD def2/J DEFGRID3
* xyz 1 1
C -1.959 0.468 0.423
C 1.277 -0.396 0.545
N -1.451 -0.956 -0.123
N 2.438 -0.049 -0.566
O 0.402 -1.212 0.528
H -1.234 1.152 -0.197
H -1.700 0.597 1.428
H -2.960 0.613 0.166
H 1.527 0.235 1.361
H -2.005 -1.647 0.378
H -1.888 -0.873 -1.066
H 2.718 -0.824 -1.124
H 2.017 0.646 -1.218
H 3.332 0.322 -0.079
*
```

=====

No. 4
ORCA calculation (wB97M-V/def2-TZVPD) on a 2-piece molecular cluster, C2H9N2O overall in a non-equilibrium geometry.

The value obtained for the LUMO energy (spin up / spin down) is -10.358 / -14.397 eV. As for the energy relative to the best compared isomer or geometry (same formula, charge and spin): 2.516 eV. The highest occupied orbital energy (spin up / spin down) comes out at -21.940 / -21.938 eV. The value obtained for the total energy is -7225.9340 eV.

```
! RIJCOSX wB97M-V def2-TZVPD def2/J DEFGRID3
* xyz 2 2
C 0.103 -0.478 -2.074
N -0.022 -0.184 -0.652
C -0.003 1.102 -0.250
N -0.150 1.341 1.034
H 0.727 0.264 -2.648
H 0.381 -1.481 -2.143
H -0.847 -0.444 -2.702
H -0.305 -0.783 0.131
H -0.215 1.736 -1.017
H -0.042 0.720 1.848
H -0.483 2.378 1.126
H -0.586 -1.662 2.061
H 0.989 -1.477 2.020
O 0.123 -1.386 1.574
*
```

=====

No. 5
ORCA calculation (wB97M-V/def2-TZVPD) on a 2-piece molecular cluster, C2H9N2O2 overall in a non-equilibrium geometry.

The value obtained for the LUMO energy is -3.375 eV. As for the energy relative to the best compared isomer or geometry (same formula, charge and spin): 0.977 eV. The highest occupied orbital energy comes out at -14.989 eV. The value obtained for the total energy is -9288.9936 eV.

```
! RIJCOSX wB97M-V def2-TZVPD def2/J DEFGRID3
* xyz 1 1
N -2.349 -0.059 -0.869
C -0.833 -0.057 -0.679
C -0.566 0.248 0.844
N 0.708 0.377 1.156
O -1.582 0.425 1.551
H -2.537 0.293 0.119
H -2.683 -0.998 -0.917
H -2.576 0.524 -1.681
H -0.468 -1.052 -0.756
H -0.332 0.541 -1.439
H 1.436 -0.137 0.567
H 0.941 0.528 2.177
H 3.605 0.396 0.431
H 4.016 -0.701 -0.436
O 3.220 -0.328 -0.068
*
```

=====

No. 6
ORCA calculation (wB97M-V/def2-TZVPD) on C2H9N2OP in the gas phase in a non-equilibrium geometry.

The value obtained for the LUMO energy is -0.202 eV. As for the energy relative to the best compared isomer or geometry (same formula, charge and spin): 4.367 eV. The highest occupied orbital energy comes out at -9.334 eV. The value obtained for the total energy is -16532.9860 eV.

```
! RIJCOSX wB97M-V def2-TZVPD def2/J DEFGRID3
* xyz 0 1
C -1.289 -1.497 0.448
C -0.054 -1.690 -0.462
N 0.957 -0.726 -0.176
N 0.855 0.367 -0.733
O -0.600 2.207 0.448
P 0.911 2.297 0.297
H -1.978 -2.286 -0.030
H -1.214 -1.772 1.540
H -1.640 -0.449 0.235
H 0.485 -2.634 -0.224
H -0.490 -1.798 -1.487
H 1.497 1.366 1.120
H -0.054 0.617 -1.275
H 1.463 2.571 -0.878
H 1.153 3.428 1.178
*
```

=====

No. 7
ORCA calculation (wB97M-V/def2-TZVPD) on a 2-piece molecular cluster, C2H9N2OP3 overall in a non-equilibrium geometry.

The value obtained for the LUMO energy is 0.225 eV. As for the energy relative to the best compared isomer or geometry (same formula, charge and spin): 2.341 eV. The highest occupied orbital energy comes out at -7.921 eV. The value obtained for the total energy is -35112.1434 eV.

```
! RIJCOSX wB97M-V def2-TZVPD def2/J DEFGRID3
* xyz 0 1
C 1.163 0.557 -0.118
C 0.776 -1.769 -0.947
N -2.696 1.592 -1.311
N 1.560 -0.720 -0.324
O 0.124 0.966 -0.630
P 2.256 1.571 0.933
P -3.079 0.232 1.165
P -2.132 0.089 -0.681
H 1.303 -2.491 -1.673
H 0.285 -2.485 -0.326
H -0.029 -1.186 -1.406
H -2.011 2.327 -1.544
H -3.547 1.945 -0.807
H 2.424 -0.964 0.132
H 1.735 1.114 2.290
H 1.383 2.613 0.772
H -3.019 -1.120 1.577
*
```

=====

No. 8
ORCA calculation (wB97M-V/def2-TZVPD) on an isolated ion of composition C2H9N2S and charge +1 in a non-equilibrium geometry.

The value obtained for the LUMO energy is -3.533 eV. As for the energy relative to the best compared isomer or geometry (same formula, charge and spin): 1.926 eV. The highest occupied orbital energy comes out at -14.404 eV. The value obtained for the total energy is -16027.4807 eV. As for the structure (SMILES): NC[C@@H]([NH3+])S.

```
! RIJCOSX wB97M-V def2-TZVPD def2/J DEFGRID3
* xyz 1 1
N -0.682 -0.999 1.293
C 0.236 -1.100 0.175
C 0.160 0.058 -0.803
N -0.371 1.479 0.175
S 1.706 0.374 -1.390
H -0.111 -0.911 2.099
H -1.359 -1.762 1.324
H 0.204 -2.159 -0.210
H 1.263 -1.092 0.358
H -0.600 0.079 -1.637
H 0.406 2.113 0.555
H -1.043 1.981 -0.387
H -0.878 1.145 0.974
H 1.069 0.794 -2.524
*
```

=====

No. 9
ORCA calculation (wB97M-V/def2-TZVPD) on an isolated ion of composition C2H9N2S and charge +1 in a non-equilibrium geometry.

The value obtained for the LUMO energy is -3.965 eV. As for the energy relative to the best compared isomer or geometry (same formula, charge and spin): 2.394 eV. The highest occupied orbital energy comes out at -13.860 eV. The value obtained for the total energy is -16027.0126 eV. As for the structure (SMILES): C[C@@H]([NH3+])NS.

```
! RIJCOSX wB97M-V def2-TZVPD def2/J DEFGRID3
* xyz 1 1
C -1.240 1.072 -0.013
C -0.154 0.109 0.302
N -0.352 -1.414 0.075
N 0.985 0.506 -0.511
S 2.732 -0.443 -0.370
H -0.837 2.065 -0.069
H -1.993 1.249 0.790
H -1.753 0.837 -1.011
H 0.035 0.226 1.403
H -0.923 -1.426 -0.742
H -0.866 -2.018 0.821
H 0.566 -1.735 0.030
H 0.645 0.660 -1.441
H 3.155 0.312 0.736
*
```

=====

No. 10
ORCA calculation (wB97M-V/def2-TZVPD) on an isolated ion of composition C2H9N2Si and charge +1 in a non-equilibrium geometry.

The value obtained for the LUMO energy is -5.151 eV. As for the energy relative to the best compared isomer or geometry (same formula, charge and spin): 0.967 eV. The highest occupied orbital energy comes out at -15.057 eV. The value obtained for the total energy is -13068.3971 eV. As for the structure (SMILES): C[N+]1(C)N[SiH2]1.

```
! RIJCOSX wB97M-V def2-TZVPD def2/J DEFGRID3
* xyz 1 1
C 0.401 -0.933 1.147
N -0.165 0.009 0.223
C -1.602 0.206 -0.156
N 0.560 -0.191 -1.079
Si 1.278 1.291 -0.766
H 0.190 -1.977 0.854
H 1.507 -0.951 1.149
H 0.009 -0.869 2.104
H -1.639 1.022 -0.743
H -2.050 -0.706 -0.635
H -2.207 0.331 0.797
H 0.592 -1.155 -1.398
H 2.481 1.585 0.099
H 0.646 2.339 -1.597
*
```